A 7-piece molecular cluster, C13H30BO26S7 overall at a distorted geometry, computed with wB97M-V/def2-TZVPD.

Element x y z (Å)
1 O -1.429 -3.154 3.770
2 B -1.628 -1.813 3.218
3 O -0.612 -1.331 2.302
4 C -2.946 -0.920 3.600
5 S -4.518 -1.441 2.760
6 H -1.969 -3.242 4.604
7 H -0.885 -0.409 2.056
8 H -2.739 0.176 3.257
9 H -3.008 -0.877 4.757
10 H -5.630 -1.364 3.592
11 H -4.408 -2.671 2.117
12 C 1.902 -1.465 -0.377
13 C 1.911 -2.954 -0.689
14 O 1.417 -3.057 -2.026
15 S 1.868 -1.734 -2.858
16 O 3.052 -2.053 -3.602
17 O 0.700 -1.158 -3.458
18 O 2.301 -0.822 -1.586
19 H 0.895 -1.120 -0.124
20 H 2.586 -1.209 0.434
21 H 1.287 -3.528 -0.002
22 H 2.930 -3.355 -0.674
23 C -0.930 2.262 -0.835
24 C -0.377 3.684 -0.822
25 O -0.421 4.089 0.546
26 S -0.188 2.789 1.491
27 O 1.199 2.764 1.865
28 O -1.245 2.704 2.456
29 O -0.423 1.651 0.353
30 H -2.021 2.261 -0.780
31 H -0.612 1.705 -1.718
32 H -0.961 4.363 -1.444
33 H 0.668 3.702 -1.147
34 C -5.112 4.981 -0.406
35 C -5.863 4.127 0.606
36 O -4.848 3.435 1.334
37 S -3.525 4.379 1.426
38 O -3.539 5.050 2.694
39 O -2.397 3.629 0.956
40 O -3.952 5.451 0.281
41 H -4.783 4.383 -1.261
42 H -5.711 5.822 -0.761
43 H -6.545 3.421 0.130
44 H -6.420 4.750 1.312
45 C 0.473 -6.153 -2.140
46 C -0.613 -6.467 -3.159
47 O -1.101 -7.758 -2.796
48 S -0.998 -7.929 -1.183
49 O -2.282 -7.627 -0.615
50 O -0.287 -9.140 -0.900
51 O -0.012 -6.669 -0.899
52 H 1.405 -6.672 -2.384
53 H 0.664 -5.083 -2.058
54 H -0.235 -6.473 -4.182
55 H -1.443 -5.758 -3.083
56 C 2.485 1.307 4.772
57 C 3.707 2.213 4.747
58 O 4.540 1.742 5.806
59 S 4.341 0.137 5.962
60 O 5.402 -0.519 5.255
61 O 4.023 -0.149 7.330
62 O 2.985 0.005 5.077
63 H 1.792 1.600 5.566
64 H 1.958 1.298 3.816
65 H 3.450 3.263 4.896
66 H 4.259 2.105 3.808
67 C 2.917 1.140 -6.400
68 C 4.067 1.872 -5.724
69 O 3.464 2.997 -5.084
70 S 1.962 2.596 -4.613
71 O 2.010 2.226 -3.224
72 O 1.049 3.574 -5.129
73 O 1.819 1.240 -5.493
74 H 2.632 1.631 -7.335
75 H 3.154 0.093 -6.598
76 H 4.829 2.195 -6.433
77 H 4.529 1.251 -4.950

- multiplicity = 1
- energy relative to the best compared isomer or geometry (same formula, charge and spin) (kJ/mol) = 139.2
- Kohn-Sham gap (eV) = 7.912
- F_max (eV Å⁻¹) = 6.5
- net charge = +1